Run w
Below is a 2-piece molecular cluster, C16H17N overall, with properties calculated with ωB97M-V/def2-TZVPD.

Values from the calculation:
HOMO-LUMO gap: 8.35 eV
SMILES: Cc1c[nH]c2ccccc12.Cc1ccccc1

CARTESIAN COORDINATES (ANGSTROEM)
C -1.62222 -2.04261 1.15297
C -1.83927 -0.75306 0.55742
C -2.54990 -0.56840 -0.65501
N -2.56189 0.71076 -1.08520
C -1.64924 1.44190 -0.26678
C -1.27858 2.79199 -0.47204
C -0.46170 3.38677 0.54812
C -0.05565 2.61962 1.68389
C -0.44928 1.30129 1.67814
C -1.29116 0.56170 0.78225
H -2.04696 -2.15326 2.22768
H -0.41754 -2.29201 1.37069
H -1.80666 -2.72622 0.31656
H -3.14943 -1.27662 -1.16978
H -3.04788 1.12475 -1.96643
H -1.50687 3.26295 -1.46026
H -0.23451 4.45221 0.41097
H 0.32666 3.06768 2.59360
H -0.36119 0.82787 2.59734
C 2.20129 -1.37908 1.80251
C 2.18400 -1.30823 0.30085
C 2.17995 -2.47783 -0.46798
C 2.07352 -2.28211 -1.85647
C 1.50914 -1.16243 -2.32972
C 1.47337 -0.01283 -1.53973
C 1.97693 -0.01416 -0.30809
H 2.73299 -0.49038 2.23363
H 2.58394 -2.29528 2.27544
H 1.09942 -1.37416 2.21369
H 2.59090 -3.36067 0.10344
H 2.19032 -2.94119 -2.60982
H 1.25549 -1.15222 -3.49909
H 1.07420 0.87221 -2.14677
H 2.24317 0.86399 0.44353

natural (NBO) population analysis, charges in e, atoms 1 to 6: -0.633 -0.123 0.007 -0.540 0.147 -0.263

Run x
Below is a 2-piece molecular cluster, C16H17N overall, with properties calculated with ωB97M-V/def2-TZVPD.

Values from the calculation:
HOMO-LUMO gap: 8.56 eV
SMILES: Cc1c[nH]c2ccccc12.Cc1ccccc1

CARTESIAN COORDINATES (ANGSTROEM)
C 3.38839 -1.13092 1.94261
C 2.20984 -1.85413 2.55226
C 1.59590 -1.51520 3.73303
N 0.39236 -2.16964 3.84909
C 0.15618 -2.88402 2.70195
C -1.01207 -3.50594 2.24691
C -1.06874 -3.86399 0.91687
C 0.07635 -3.78333 0.09095
C 1.22502 -3.23292 0.57818
C 1.26500 -2.68372 1.87094
H 3.71956 -1.65128 1.04752
H 4.21515 -1.15638 2.65115
H 3.10092 -0.11301 1.69916
H 2.08026 -1.18739 4.64506
H -0.18218 -2.08916 4.67003
H -1.86150 -3.78999 2.85635
H -2.00437 -4.15329 0.45689
H -0.08993 -3.98699 -0.95307
H 2.11560 -3.11912 -0.02237
C -1.39982 2.82840 -4.69651
C -1.26990 3.06031 -3.21138
C -1.59673 2.05008 -2.31448
C -1.67538 2.29169 -0.94292
C -1.24383 3.51767 -0.46151
C -0.86332 4.52896 -1.33249
C -0.85875 4.28640 -2.69839
H -2.00484 1.98037 -4.99185
H -0.39015 2.73254 -5.11647
H -1.79672 3.73862 -5.15010
H -1.77699 1.03783 -2.64988
H -2.00128 1.51165 -0.27174
H -1.19160 3.67684 0.60964
H -0.57442 5.49949 -0.94616
H -0.67807 5.12956 -3.35929

natural (NBO) population analysis, charges in e, atoms 1 to 6: -0.624 -0.104 -0.043 -0.520 0.120 -0.246

Most stable = run x

Run w
Below is a 2-piece molecular cluster, C6H16N2 overall, with properties calculated with ωB97M-V/def2-TZVPD.

Values from the calculation:
HOMO-LUMO gap: 5.36 eV

CARTESIAN COORDINATES (ANGSTROEM)
C 1.75339 -0.65583 -0.07494
N 0.60976 -0.28650 -0.91442
C -0.59766 -1.25025 -0.88756
C -1.88051 -1.31436 0.06892
C -2.41334 0.09975 0.18180
N -2.84416 0.49553 -1.13928
C 2.10344 0.51419 0.85661
C 2.21198 1.84397 0.09893
H 2.65449 -0.91374 -0.64367
H 1.49110 -1.52370 0.55518
H -0.13942 -0.08134 -0.05122
H -1.08372 -1.07514 -1.85357
H -0.19991 -2.27048 -0.79110
H -1.70228 -1.78027 1.04854
H -2.65325 -1.91989 -0.43533
H -0.37859 0.08909 1.68240
H -2.89189 0.35387 1.10981
H -1.70947 0.81863 -0.38970
H -3.22839 1.44334 -1.09047
H 3.00756 0.38490 1.47510
H 1.15191 0.57162 1.42885
H 1.34188 1.99079 -0.53440
H 2.26836 2.65387 0.82012
H 3.12869 1.81196 -0.52057

natural (NBO) population analysis, charges in e, atoms 1 to 6: -0.235 -0.706 -0.292 -0.452 -0.165 -0.526

Run x
Below is one molecule with the formula C6H16N2, with properties calculated with ωB97M-V/def2-TZVPD.

Values from the calculation:
HOMO-LUMO gap: 9.18 eV
SMILES: CCCNCCNC

CARTESIAN COORDINATES (ANGSTROEM)
C 1.16190 2.04347 1.73422
C -0.33247 2.22102 1.42309
C -1.12985 0.88560 1.62700
N -1.75234 0.23378 0.43609
C -1.09479 -0.84612 -0.28933
C 0.23826 -0.63556 -0.95625
N 0.94082 -1.91065 -1.18743
C 0.89095 -2.50095 -2.55007
H 1.55706 1.07765 1.36134
H 1.80105 2.85716 1.31238
H 1.50343 2.07614 2.74785
H -0.39028 2.58372 0.40941
H -0.91648 2.78642 2.15729
H -2.03870 1.07313 2.17933
H -0.51720 0.09960 2.10887
H -2.42649 0.78411 -0.06161
H -1.72335 -1.27593 -1.08743
H -1.05273 -1.70148 0.39092
H 0.83043 -0.08059 -0.22589
H 0.10858 -0.12601 -1.94709
H 1.92248 -1.73566 -0.95074
H 1.78047 -3.06973 -2.80937
H 0.64249 -1.70383 -3.25950
H -0.00324 -3.13530 -2.56310

natural (NBO) population analysis, charges in e, atoms 1 to 6: -0.617 -0.440 -0.208 -0.660 -0.230 -0.235

Run y
Below is one molecule with the formula C6H16N2, with properties calculated with ωB97M-V/def2-TZVPD.

Values from the calculation:
HOMO-LUMO gap: 9.55 eV
SMILES: CCNC[C@@H](C)NC

CARTESIAN COORDINATES (ANGSTROEM)
C 0.92568 3.52697 -0.02593
C 0.14199 2.40304 -0.63800
N 0.14402 1.18481 0.24939
C 0.65790 -0.11068 -0.29894
C -0.43940 -1.19663 -0.15928
C -0.64345 -1.92715 -1.49193
N 0.07451 -2.18097 0.82005
C -0.55661 -2.08888 2.16736
H 0.38466 3.94322 0.82873
H 0.98992 4.34705 -0.74049
H 1.90496 3.14445 0.20804
H 0.74272 2.02657 -1.50395
H -0.84427 2.52754 -1.08817
H -0.83117 1.10751 0.50667
H 1.63941 -0.35245 0.13192
H 1.00478 0.01286 -1.35680
H -1.35310 -0.63768 0.06368
H -1.55009 -1.54556 -1.98542
H 0.19824 -1.92746 -2.17499
H -0.76400 -3.02432 -1.33218
H 0.15237 -3.11718 0.45662
H 0.04390 -2.59134 2.90266
H -1.56936 -2.51598 2.14833
H -0.45360 -1.00774 2.31262

natural (NBO) population analysis, charges in e, atoms 1 to 6: -0.608 -0.222 -0.647 -0.216 -0.075 -0.613

Most stable = run x

Run w
Below is C6H16N2 as an isolated structure, with properties calculated with ωB97M-V/def2-TZVPD.

Values from the calculation:
HOMO-LUMO gap: 8.59 eV

CARTESIAN COORDINATES (ANGSTROEM)
C -0.03731 0.75777 1.04928
C 2.34188 -0.07307 0.11595
C 2.43265 0.18081 -1.20493
N 0.07447 -0.17176 2.15201
H 0.90270 -0.00059 2.70269
H -0.73026 -0.14022 2.77040
H 0.79520 1.45539 0.93898
H -0.85162 1.47348 1.21381
H 2.70172 0.64516 0.83804
H 2.08743 -1.05301 0.49070
H 0.52045 0.47304 -1.74089
H 2.25420 -0.59329 -1.93968
H 2.85679 1.10360 -1.57098
C -2.41626 0.22670 -0.17170
C -0.63350 -1.51995 -0.39637
C -0.94840 -0.04102 -0.43706
N -0.51461 0.55607 -1.62759
H -0.78228 1.53309 -1.68639
H -2.68940 -0.15924 0.80993
H -2.63846 1.29314 -0.20361
H -1.37372 -2.07538 -0.97839
H 0.33782 -1.73263 -0.83550
H -0.65755 -1.87167 0.63561
H -3.03194 -0.26641 -0.92431

natural (NBO) population analysis, charges in e, atoms 1 to 6: -0.278 -0.348 -0.465 -0.871 0.361 0.364

Run x
Below is one molecule with the formula C6H16N2, with properties calculated with ωB97M-V/def2-TZVPD.

Values from the calculation:
HOMO-LUMO gap: 9.70 eV
SMILES: C[C@@H](N)C(C)(C)CN

CARTESIAN COORDINATES (ANGSTROEM)
C 1.03980 1.69882 -1.08848
C -0.24971 1.25746 -0.37925
N -1.34425 1.44168 -1.34135
C -0.18961 -0.19040 0.24915
C -0.09310 -1.27657 -0.84768
C -1.48909 -0.45751 1.05255
C 1.01806 -0.27442 1.24087
N 1.46273 -1.62166 1.59729
H 0.87221 2.58645 -1.71030
H 1.44833 0.91802 -1.73665
H 1.80918 1.98242 -0.36323
H -0.42865 1.97356 0.43351
H -1.18765 0.87042 -2.17155
H -2.23128 1.14652 -0.94354
H -0.14264 -2.28427 -0.41894
H -0.92685 -1.21334 -1.55497
H 0.83961 -1.20448 -1.41355
H -1.66462 0.33491 1.78960
H -2.36956 -0.50766 0.40335
H -1.44009 -1.40740 1.59557
H 1.89682 0.24341 0.85155
H 0.75295 0.24408 2.17096
H 0.66625 -2.22682 1.78382
H 1.95121 -2.03324 0.80123

natural (NBO) population analysis, charges in e, atoms 1 to 6: -0.624 -0.043 -0.832 -0.065 -0.632 -0.616

Most stable = run x